Here is an isolated ion of composition C17H34N7O and charge +1 from OMol25. Energies are from ωB97M-V/def2-TZVPD.

Atoms and positions in Å:
O 2.98185 -0.42066 0.44118
N 1.86252 -2.01162 -0.66239
N -3.51942 1.62422 -1.89727
N 0.35231 1.37965 0.29061
N 0.42607 0.79431 -0.90559
N -0.86948 1.67643 0.54852
N 0.05013 -4.06761 0.17261
N 2.38861 1.65919 1.96885
C -0.30542 -3.11236 -0.84571
C 2.23360 -0.74270 -0.48235
C 3.85001 2.53214 0.21211
C 2.79364 2.67082 -0.89770
C -2.33547 -0.96039 1.87483
C 1.06133 -3.54193 1.06042
C 2.65817 1.45506 -1.82367
C -3.34856 0.16477 1.69137
C -0.81597 0.70824 -1.42405
C -3.12647 1.46960 -0.50517
C -5.35698 0.56213 0.22400
C -1.64600 1.28064 -0.47434
C 2.29365 -3.01863 0.29988
C 3.29715 2.76942 1.61086
C 0.92413 -2.57430 -1.61275
C -3.84881 0.31469 0.24342
C 1.67302 0.31678 -1.45493
H 4.65372 3.24676 0.04139
H 4.29292 1.53680 0.18286
H -0.99843 -3.57609 -1.54828
H 0.35357 -4.94264 -0.24151
H 2.32578 1.82696 -2.79485
H 2.75074 3.71273 1.66165
H 2.15097 1.65094 2.95943
H -4.40857 2.10167 -1.96909
H -3.34413 2.40659 0.01808
H -0.81387 -2.27505 -0.35645
H 1.82367 2.92494 -0.47160
H -3.64371 -0.61471 -0.30396
H -2.06523 -1.05157 2.92402
H 1.43527 -0.17392 -2.40111
H 4.11977 2.80412 2.32746
H 3.63756 0.99830 -1.97098
H -2.90528 1.10504 2.02318
H -2.74983 -1.91165 1.54782
H -3.61864 0.71864 -2.34396
H 2.77535 -3.83578 -0.24487
H 3.07287 3.50978 -1.53503
H -5.73688 0.63757 -0.79285
H 1.49116 1.67011 1.36277
H -1.02244 0.29536 -2.38682
H 0.60241 -1.85500 -2.36118
H 2.83327 0.76330 1.66757
H 3.01431 -2.56846 0.98112
H 1.42285 -3.40357 -2.12688
H -1.42527 -0.76668 1.31042
H 1.36353 -4.32055 1.76013
H 0.61226 -2.72007 1.62760
H -5.87540 -0.26043 0.70998
H -5.59626 1.48204 0.75323
H -4.20163 -0.04334 2.33795

For the largest force on an atom, the calculation gives 0.0179 Eh/bohr. As for the relative energy (zero: lowest compared OMol25 entry of this formula, charge and spin): 5.3 kcal/mol. As for the SMILES: CC[C@@H](C)[C@H](N)c1cn([C@@H](CCCC[NH3+])C(=O)N2CCNCC2)nn1. For the highest occupied orbital energy, the calculation gives -11.519 eV. As for the total charge: +1. The spin multiplicity is 1. The calculation puts the total energy at -1126.495991 Ha.

Results of the natural (NBO) charge analysis, in e, for atoms 1 through 8: -0.71 -0.40 -0.83 -0.15 -0.15 -0.23 -0.61 -0.75